A molecular structure, C40H31BrN6OS4Ti at a distorted geometry. Source: the Open Molecules 2025 dataset; level of theory: ωB97M-V with the def2-TZVPD basis set.

Results
Kohn-Sham gap (spin up / spin down)	5.8 / 5.8	eV
2S+1	1
E	-6963.03386	Eh
relative energy (zero: lowest compared OMol25 entry of this formula, charge and spin)	41.53	kJ/mol
largest force on an atom	2.0	eV Å⁻¹
lowest unoccupied orbital energy (spin up / spin down)	-0.716 / -0.715	eV

Last column: Mulliken charge in e.
Atoms and positions in Å:
1 Ti 0.22 -1.19 0.04  -0.316
2 S -0.52 0.13 1.86  -0.548
3 C -1.17 -1.39 2.41  0.033
4 N -2.50 -1.44 2.77  0.391
5 C -3.14 -2.74 2.86  -0.692
6 C -2.25 -3.67 3.64  -0.692
7 N -0.93 -3.71 3.03  0.112
8 C -0.33 -5.02 2.92  -1.784
9 C -1.02 -5.89 1.89  0.700
10 C -1.39 -7.19 2.18  -0.408
11 C -2.01 -7.98 1.23  -0.615
12 C -2.27 -7.47 -0.04  -0.586
13 C -1.90 -6.17 -0.34  -0.710
14 C -1.28 -5.38 0.62  0.609
15 C -0.41 -2.58 2.45  0.788
16 S 1.12 -2.69 1.67  -0.605
17 C -3.35 -0.28 2.98  -1.544
18 C -3.73 -0.13 4.43  0.576
19 C -5.03 -0.33 4.86  -0.330
20 C -5.36 -0.22 6.21  -0.628
21 C -4.37 0.09 7.14  -0.389
22 C -3.06 0.29 6.71  -0.721
23 C -2.74 0.18 5.37  -0.195
24 H -3.32 -3.15 1.86  0.135
25 H -4.09 -2.62 3.36  0.454
26 H -2.66 -4.68 3.62  0.437
27 H -2.19 -3.34 4.68  0.315
28 H -0.37 -5.51 3.90  0.401
29 H 0.72 -4.91 2.67  0.497
30 H -1.20 -7.59 3.17  0.353
31 H -2.30 -9.00 1.47  0.372
32 H -2.75 -8.09 -0.78  0.407
33 H -2.10 -5.77 -1.32  0.366
34 H -1.00 -4.36 0.37  0.056
35 H -4.25 -0.38 2.36  0.437
36 H -2.81 0.60 2.64  0.584
37 H -5.80 -0.56 4.14  0.366
38 H -6.38 -0.37 6.53  0.371
39 H -4.62 0.17 8.19  0.379
40 H -2.29 0.53 7.43  0.392
41 H -1.72 0.33 5.04  0.435
42 Br -9.15 -1.20 -2.17  -0.180
43 C -7.67 -1.01 -3.33  0.090
44 C -6.68 -0.08 -3.03  -0.612
45 C -5.59 0.04 -3.88  0.107
46 C -5.49 -0.76 -5.01  0.066
47 C -6.51 -1.65 -5.32  -0.331
48 C -7.59 -1.79 -4.47  -0.459
49 N -4.43 -0.58 -5.96  -0.638
50 N -3.24 -0.65 -5.63  -0.294
51 C -2.85 -1.03 -4.30  -0.130
52 C -3.29 -2.17 -3.69  -0.491
53 C -2.80 -2.57 -2.43  -0.679
54 C -1.88 -1.81 -1.77  0.070
55 O -1.36 -2.10 -0.58  0.968
56 C -1.39 -0.63 -2.41  0.836
57 N -0.42 0.04 -1.73  -0.230
58 C 0.10 1.12 -2.28  -0.393
59 C -0.30 1.59 -3.54  -0.992
60 C -1.26 0.91 -4.25  -0.737
61 C -1.84 -0.25 -3.68  0.777
62 H -6.76 0.53 -2.15  0.433
63 H -4.81 0.76 -3.65  0.412
64 H -6.44 -2.23 -6.24  0.439
65 H -8.38 -2.50 -4.70  0.418
66 H -4.03 -2.79 -4.18  0.469
67 H -3.17 -3.48 -1.96  0.513
68 H 0.88 1.62 -1.72  0.474
69 H 0.16 2.47 -3.95  0.402
70 H -1.58 1.24 -5.23  0.525
71 S 2.48 0.14 0.01  -0.456
72 C 2.77 -1.22 -0.98  0.511
73 N 1.75 -1.98 -1.29  0.482
74 C 2.10 -3.11 -2.02  -0.819
75 C 1.23 -4.10 -2.46  0.020
76 C 1.76 -5.16 -3.18  -0.881
77 C 3.12 -5.22 -3.48  -0.504
78 C 3.99 -4.23 -3.05  -0.493
79 C 3.47 -3.17 -2.31  0.756
80 S 4.29 -1.80 -1.61  -0.288
81 H 0.18 -4.04 -2.22  0.456
82 H 1.10 -5.95 -3.53  0.411
83 H 3.51 -6.05 -4.05  0.376
84 H 5.04 -4.28 -3.27  0.392

A molecular structure, C40H31CrN2O2P2S3 at a distorted geometry. Source: the Open Molecules 2025 dataset; level of theory: ωB97M-V with the def2-TZVPD basis set.

Results
Kohn-Sham gap (spin up / spin down)	7.0 / 7.2	eV
2S+1	2
E	-4724.65273	Eh
largest force on an atom	1.5	eV Å⁻¹
lowest unoccupied orbital energy (spin up / spin down)	-0.812 / -0.655	eV

Last column: Mulliken charge in e.
Atoms and positions in Å:
1 Cr 0.42 -0.02 0.14  -0.696
2 S -1.56 0.88 -1.03  -0.838
3 P -2.25 -0.59 0.18  1.472
4 C -1.08 -1.05 1.37  -0.708
5 P -0.79 0.09 2.63  2.139
6 S 0.49 1.52 1.95  -0.468
7 C -0.03 -0.77 4.04  0.827
8 C 0.72 -0.02 4.94  -1.037
9 C 1.23 -0.60 6.09  -0.841
10 C 0.98 -1.94 6.34  -0.583
11 C 0.23 -2.70 5.46  -0.461
12 C -0.29 -2.13 4.30  0.370
13 C -2.18 0.95 3.44  0.884
14 C -2.74 0.44 4.61  -0.165
15 C -3.81 1.10 5.20  -0.891
16 C -4.33 2.25 4.62  -0.559
17 C -3.78 2.74 3.44  -0.748
18 C -2.71 2.09 2.85  -0.501
19 C -2.49 -2.10 -0.81  0.689
20 C -2.62 -3.31 -0.13  -0.129
21 C -2.73 -4.50 -0.84  -0.836
22 C -2.71 -4.48 -2.22  -0.491
23 C -2.58 -3.28 -2.90  -0.743
24 C -2.47 -2.09 -2.20  -0.345
25 C -3.91 -0.18 0.79  0.225
26 C -4.71 0.74 0.12  -0.310
27 C -5.98 1.02 0.59  -0.720
28 C -6.45 0.39 1.74  -0.559
29 C -5.65 -0.53 2.41  -0.636
30 C -4.38 -0.81 1.93  0.015
31 H 0.89 1.02 4.72  0.469
32 H 1.83 -0.01 6.78  0.408
33 H 1.38 -2.40 7.24  0.367
34 H 0.04 -3.75 5.64  0.475
35 H -1.11 -2.44 2.61  0.148
36 H -2.35 -0.46 5.06  0.403
37 H -4.24 0.71 6.12  0.430
38 H -5.15 2.77 5.09  0.404
39 H -4.19 3.63 2.99  0.418
40 H -2.28 2.47 1.93  0.220
41 H -2.63 -3.32 0.95  0.145
42 H -2.83 -5.43 -0.30  0.424
43 H -2.77 -5.41 -2.78  0.388
44 H -2.56 -3.27 -3.99  0.405
45 H -2.37 -1.15 -2.72  0.409
46 H -4.32 1.24 -0.76  0.396
47 H -6.61 1.73 0.07  0.430
48 H -7.44 0.61 2.11  0.408
49 H -6.02 -1.01 3.30  0.442
50 H -3.75 -1.52 2.46  0.187
51 O 2.16 -3.62 1.14  -0.750
52 S 1.72 -2.36 1.76  0.904
53 O -1.00 -2.92 3.48  -0.711
54 N 1.91 -1.10 0.66  0.131
55 C 3.05 -1.04 -0.14  0.182
56 C 4.22 -1.77 -0.01  -0.610
57 C 5.28 -1.57 -0.92  -0.984
58 C 5.19 -0.68 -1.95  -0.913
59 C 4.01 0.06 -2.13  0.965
60 C 3.78 0.97 -3.19  -0.608
61 C 2.58 1.61 -3.28  -0.943
62 C 1.59 1.36 -2.32  -0.138
63 N 1.76 0.54 -1.31  0.399
64 C 2.95 -0.12 -1.21  0.151
65 C 3.03 -1.92 2.94  0.052
66 C 3.35 -0.60 3.23  0.015
67 C 4.29 -0.33 4.21  -0.839
68 C 4.89 -1.37 4.91  -0.436
69 C 4.56 -2.68 4.62  -0.651
70 C 3.62 -2.96 3.64  -0.508
71 H 4.32 -2.50 0.77  0.522
72 H 6.18 -2.15 -0.79  0.409
73 H 6.01 -0.55 -2.65  0.402
74 H 4.56 1.13 -3.92  0.436
75 H 2.38 2.30 -4.09  0.428
76 H 0.63 1.86 -2.38  0.409
77 H 2.87 0.21 2.69  0.187
78 H 4.55 0.70 4.44  0.432
79 H 5.62 -1.15 5.68  0.394
80 H 5.03 -3.49 5.17  0.433
81 H 3.35 -3.98 3.40  0.514

A molecular structure, C40H32Br2IrN3O3P at a distorted geometry. Source: the Open Molecules 2025 dataset; level of theory: ωB97M-V with the def2-TZVPD basis set.

Results
Kohn-Sham gap (spin up / spin down)	6.5 / 5.4	eV
2S+1	5
E	-7526.74544	Eh
relative energy (zero: lowest compared OMol25 entry of this formula, charge and spin)	502.66	kJ/mol
largest force on an atom	1.1	eV Å⁻¹
total charge	+1
lowest unoccupied orbital energy (spin up / spin down)	-2.832 / -4.166	eV

Last column: Mulliken charge in e.
Atoms and positions in Å:
1 Ir -1.14 0.00 0.11  0.613
2 C -2.13 -2.70 -1.76  -1.331
3 C -0.72 -2.74 -1.25  0.600
4 C -0.06 -3.90 -1.02  -1.327
5 C 1.26 -3.86 -0.47  -0.545
6 C 1.82 -2.68 -0.15  -0.105
7 C 3.16 -2.33 0.39  0.233
8 Br 4.51 -3.66 -0.03  -0.017
9 C 3.70 -0.38 1.28  -0.533
10 C 2.80 0.76 1.43  -0.918
11 Br 2.63 1.71 3.01  -0.030
12 C 1.66 0.58 0.50  0.481
13 O 0.75 1.66 0.44  -0.182
14 C 1.12 -1.42 -0.41  0.814
15 N -0.14 -1.51 -1.06  -0.178
16 H -2.46 -3.70 -2.05  0.453
17 H -2.23 -2.03 -2.61  0.174
18 H -2.81 -2.33 -0.98  0.183
19 H -0.52 -4.85 -1.26  0.456
20 H 1.81 -4.78 -0.31  0.519
21 H 4.73 -0.18 1.58  0.787
22 O -0.91 -1.69 6.86  -0.493
23 C -2.04 -1.02 6.34  -0.507
24 C -1.81 -0.72 4.89  0.394
25 C -2.76 -0.03 4.16  -1.361
26 C -2.54 0.22 2.82  -0.311
27 N -1.43 -0.18 2.19  -0.088
28 C -0.47 -0.83 2.90  0.621
29 C -0.65 -1.11 4.25  -0.932
30 C 0.79 -1.12 2.18  -0.091
31 C 1.88 -1.74 2.62  -1.758
32 C 3.20 -1.78 1.88  1.985
33 C 4.26 -2.37 2.80  -1.158
34 O 3.92 -3.69 3.19  -0.520
35 C 3.49 -0.91 -0.15  -0.319
36 C 2.17 -0.29 -0.70  -0.985
37 N 0.78 -0.57 0.88  0.140
38 H -1.06 -1.90 7.79  0.322
39 H -2.22 -0.07 6.86  0.338
40 H -2.94 -1.63 6.43  0.344
41 H -3.68 0.33 4.61  0.470
42 H -3.25 0.76 2.22  0.630
43 H 0.13 -1.62 4.80  0.546
44 H 1.87 -2.19 3.60  0.441
45 H 4.37 -1.71 3.67  0.507
46 H 5.22 -2.40 2.28  0.646
47 H 3.73 -3.72 4.14  0.376
48 H 4.32 -0.84 -0.84  0.429
49 H 2.24 0.14 -1.69  0.780
50 C 3.15 3.58 -1.28  -0.475
51 C 2.81 3.14 -2.57  -0.899
52 C 1.54 2.57 -2.81  -0.284
53 C 0.62 2.43 -1.82  0.120
54 C 0.95 2.82 -0.41  -0.330
55 C 2.29 3.45 -0.24  -0.986
56 P -0.84 1.37 -2.00  1.382
57 C -1.14 1.26 -3.78  0.463
58 C -1.29 2.41 -4.56  -0.141
59 C -1.56 2.30 -5.91  -0.882
60 C -1.68 1.05 -6.50  -0.539
61 C -1.52 -0.10 -5.73  -0.900
62 C -1.25 0.01 -4.38  -0.333
63 C -2.39 2.03 -1.34  0.475
64 C -3.24 3.05 -1.76  -0.396
65 C -4.53 3.09 -1.26  -0.829
66 C -4.97 2.08 -0.40  -0.826
67 C -4.12 1.06 0.01  -0.578
68 C -2.79 1.04 -0.44  0.110
69 H 4.12 4.04 -1.11  0.446
70 H 3.52 3.24 -3.38  0.447
71 H 1.31 2.23 -3.82  0.444
72 H 0.17 3.49 -0.02  0.378
73 H 2.53 3.82 0.75  0.599
74 H -1.17 3.39 -4.11  0.497
75 H -1.68 3.19 -6.51  0.423
76 H -1.90 0.97 -7.55  0.405
77 H -1.61 -1.08 -6.19  0.461
78 H -1.11 -0.89 -3.78  0.321
79 H -2.92 3.79 -2.48  0.378
80 H -5.21 3.87 -1.56  0.431
81 H -5.99 2.09 -0.05  0.414
82 H -4.51 0.27 0.65  0.611

A molecular structure, C40H32BrN2O4S4Tc. Source: the Open Molecules 2025 dataset; level of theory: ωB97M-V with the def2-TZVPD basis set.

Results
Kohn-Sham gap (spin up / spin down)	6.7 / 6.4	eV
2S+1	4
E	-6201.22032	Eh
relative energy (zero: lowest compared OMol25 entry of this formula, charge and spin)	140.40	kJ/mol
largest force on an atom	0.9	eV Å⁻¹
total charge	+1
lowest unoccupied orbital energy (spin up / spin down)	-3.797 / -4.074	eV

Last column: Mulliken charge in e.
Atoms and positions in Å:
1 Tc -0.05 -0.03 0.02  -0.740
2 Br 0.16 2.22 1.76  0.041
3 C -0.93 3.31 0.68  1.105
4 C -1.25 4.54 1.17  -0.809
5 C -2.03 5.42 0.39  -0.730
6 C -2.44 5.03 -0.84  -1.061
7 C -2.09 3.75 -1.37  1.061
8 C -2.48 3.41 -2.69  -0.890
9 C -2.09 2.23 -3.22  -1.179
10 C -1.36 1.30 -2.44  0.420
11 C -1.02 1.54 -1.13  -0.484
12 C -1.34 2.83 -0.59  0.922
13 H -0.90 4.84 2.15  0.465
14 H -2.29 6.39 0.78  0.417
15 H -3.03 5.69 -1.46  0.415
16 H -3.06 4.12 -3.26  0.425
17 H -2.34 1.97 -4.24  0.463
18 H -1.08 0.38 -2.92  0.637
19 C 4.86 -6.36 2.22  -1.561
20 C 4.06 -5.09 2.29  1.025
21 C 3.41 -4.58 1.17  -0.880
22 C 2.67 -3.41 1.24  -0.479
23 C 2.59 -2.72 2.44  0.133
24 C 3.23 -3.21 3.57  -0.634
25 C 3.95 -4.39 3.49  -0.830
26 S 1.54 -1.27 2.68  0.666
27 O 2.18 -0.44 3.71  -0.601
28 O -1.42 -2.98 3.32  -0.465
29 N 1.64 -0.54 1.15  0.829
30 C 2.89 0.03 0.78  -0.234
31 C 4.08 -0.06 1.47  -0.522
32 C 5.26 0.50 0.96  -1.035
33 C 5.27 1.16 -0.23  -0.996
34 C 4.06 1.31 -0.94  1.119
35 C 4.00 2.02 -2.15  -0.468
36 C 2.79 2.15 -2.78  -1.317
37 C 1.66 1.56 -2.21  0.078
38 N 1.66 0.87 -1.07  0.212
39 C 2.88 0.74 -0.43  -0.347
40 H 4.66 -6.90 1.30  0.362
41 H 4.64 -7.02 3.06  0.382
42 H 5.93 -6.14 2.25  0.303
43 H 3.48 -5.11 0.23  0.372
44 H 2.18 -3.02 0.35  0.332
45 H 3.16 -2.65 4.50  0.579
46 H 4.45 -4.76 4.38  0.424
47 H 4.12 -0.54 2.43  0.598
48 H 6.17 0.39 1.53  0.439
49 H 6.18 1.60 -0.63  0.424
50 H 4.89 2.47 -2.55  0.462
51 H 2.68 2.70 -3.70  0.468
52 H 0.73 1.67 -2.72  0.496
53 C -4.71 -1.81 -1.71  -0.766
54 O -4.39 -1.01 -0.56  -0.334
55 C -3.16 -0.60 -0.31  0.909
56 S -2.91 0.52 0.87  -0.268
57 S -1.85 -1.29 -1.20  -0.273
58 H -5.04 -1.14 -2.51  0.309
59 H -5.52 -2.46 -1.41  0.287
60 H -3.86 -2.40 -2.04  0.413
61 O -0.96 -1.47 1.45  0.308
62 S -0.76 -2.91 1.86  0.833
63 C -2.03 -3.85 1.08  0.303
64 C -1.65 -5.01 0.43  -0.394
65 C -2.63 -5.79 -0.17  -0.765
66 C -3.95 -5.40 -0.11  -0.577
67 C -4.32 -4.22 0.55  -0.842
68 C -3.36 -3.44 1.15  -0.739
69 C -0.87 -2.22 4.37  -0.217
70 C -1.24 -0.89 4.48  0.068
71 C -0.74 -0.16 5.55  -0.601
72 C 0.11 -0.76 6.48  -0.572
73 C 0.45 -2.10 6.34  -0.524
74 C -0.04 -2.84 5.27  -0.088
75 H -0.60 -5.30 0.39  0.521
76 H -2.35 -6.70 -0.68  0.443
77 H -4.72 -6.01 -0.57  0.432
78 H -5.36 -3.92 0.59  0.622
79 H -3.62 -2.52 1.67  0.535
80 H -1.89 -0.44 3.74  0.391
81 H -1.01 0.88 5.66  0.442
82 H 0.49 -0.19 7.31  0.416
83 H 1.11 -2.57 7.05  0.432
84 H 0.21 -3.89 5.14  0.482

A molecular structure, C40H33F11N4OP3Ti at a distorted geometry. Source: the Open Molecules 2025 dataset; level of theory: ωB97M-V with the def2-TZVPD basis set.

Results
Kohn-Sham gap	6.8	eV
2S+1	1
E	-4810.51133	Eh
relative energy (zero: lowest compared OMol25 entry of this formula, charge and spin)	0.00	kJ/mol
largest force on an atom	2.3	eV Å⁻¹
total charge	+1
lowest unoccupied orbital energy	-4.168	eV

Last column: Mulliken charge in e.
Atoms and positions in Å:
1 Ti -1.27 0.33 -0.61  -0.651
2 C -4.07 -0.08 2.79  -1.762
3 C -3.39 0.27 1.53  0.024
4 N -2.21 -0.19 1.20  2.171
5 N -1.66 -1.20 1.96  -0.957
6 C -0.80 -1.84 1.22  -0.198
7 O -0.48 -1.36 0.00  1.241
8 C -0.25 -3.12 1.60  -0.164
9 C 0.36 -3.89 0.64  0.331
10 C 0.81 -5.20 0.92  -0.770
11 C 0.69 -5.69 2.20  -0.487
12 C 0.06 -4.92 3.19  -0.812
13 C -0.42 -3.66 2.90  -0.418
14 C -4.07 0.95 0.40  0.979
15 C -5.36 1.44 0.42  -0.719
16 C -5.96 1.72 -0.86  -0.636
17 C -5.26 1.52 -2.03  -1.328
18 C -3.92 1.09 -1.91  -0.386
19 N -3.35 0.84 -0.74  0.644
20 H -3.39 -0.23 3.63  0.400
21 H -4.68 -0.98 2.69  0.269
22 H -4.75 0.77 3.01  0.519
23 H 0.47 -3.59 -0.43  0.066
24 H 1.23 -5.84 0.11  0.386
25 H 0.97 -6.72 2.40  0.456
26 H -0.05 -5.33 4.19  0.469
27 H -0.97 -3.11 3.68  0.421
28 H -5.86 1.63 1.40  0.345
29 H -6.97 2.11 -0.82  0.435
30 H -5.67 1.78 -3.01  0.503
31 H -3.31 0.94 -2.75  0.869
32 N 2.07 0.87 -0.15  0.176
33 P 1.07 0.98 1.20  0.762
34 C 1.61 2.44 2.14  0.672
35 C 0.77 3.49 2.39  -0.850
36 C 1.20 4.52 3.21  -0.629
37 C 2.53 4.62 3.64  -0.646
38 C 3.34 3.53 3.49  -0.669
39 C 2.89 2.47 2.73  -0.433
40 C 1.70 -0.32 2.35  0.389
41 C 1.35 -0.28 3.69  -0.645
42 C 1.77 -1.30 4.54  -0.588
43 C 2.46 -2.40 4.09  -0.739
44 C 2.79 -2.46 2.76  -0.411
45 C 2.39 -1.42 1.89  -0.454
46 P 1.29 0.66 -1.60  0.208
47 C 1.91 -0.91 -2.33  0.509
48 C 0.95 -1.83 -2.74  0.082
49 C 1.33 -3.08 -3.22  -0.439
50 C 2.67 -3.43 -3.22  -0.608
51 C 3.64 -2.57 -2.68  -0.702
52 C 3.26 -1.32 -2.31  -0.495
53 C 1.79 2.05 -2.67  0.255
54 C 1.63 2.03 -4.05  -0.591
55 C 1.91 3.14 -4.81  -0.720
56 C 2.46 4.26 -4.21  -0.464
57 C 2.69 4.28 -2.82  -0.842
58 C 2.34 3.18 -2.06  -0.370
59 H 3.07 1.02 -0.07  0.477
60 H -0.22 3.52 2.07  0.583
61 H 0.48 5.33 3.43  0.380
62 H 2.85 5.46 4.22  0.410
63 H 4.33 3.45 3.96  0.399
64 H 3.50 1.59 2.69  0.418
65 H 0.82 0.53 4.13  0.611
66 H 1.53 -1.26 5.61  0.367
67 H 2.73 -3.15 4.83  0.449
68 H 3.34 -3.24 2.26  0.471
69 H 2.76 -1.46 0.84  -0.005
70 H -0.10 -1.54 -2.74  0.047
71 H 0.55 -3.80 -3.51  0.433
72 H 2.99 -4.39 -3.58  0.407
73 H 4.68 -2.86 -2.56  0.455
74 H 4.04 -0.65 -1.93  0.403
75 H 1.20 1.17 -4.53  0.472
76 H 1.72 3.16 -5.92  0.339
77 H 2.76 5.15 -4.82  0.350
78 H 3.19 5.12 -2.36  0.463
79 H 2.49 3.22 -1.01  0.351
80 F -1.59 -0.34 -2.25  -0.597
81 P -3.17 -3.17 -3.09  1.222
82 F -3.42 -3.21 -1.53  -0.256
83 F -2.51 -2.62 -4.36  -0.251
84 F -1.79 -3.91 -2.75  -0.280
85 F -4.06 -4.30 -3.62  -0.214
86 F -4.17 -1.97 -3.11  -0.273
87 F 0.06 3.08 -0.32  0.014
88 C -1.19 2.64 -0.58  1.036
89 F -1.95 2.94 0.51  -0.345
90 C -1.69 3.52 -1.76  0.432
91 F -1.01 4.64 -1.71  -0.264
92 F -1.52 2.93 -2.93  -0.257
93 F -2.98 3.76 -1.67  -0.251

Question: E of number 5 (C40H33F11N4OP3Ti)?
Answer: -4810.51133 Eh